80
Properties=species:S:1:pos:R:3 method="wB97M-V/def2-TZVPD" de_lowest_kj_mol=1674.3 fmax_ha_per_bohr=0.1887 molar_mass_g_mol=629.54 homo_ev=-6.66 gap_ev=8.70 total_charge=-1 energy_ha=-2365.63215
O -3.1922 4.7308 0.9692
O -2.4468 2.8190 -0.0556
O -1.8666 -0.4527 -4.7572
O 0.5455 5.3482 0.5741
O -2.4432 0.5558 -2.9274
O -1.7642 3.2739 1.9737
O -2.2240 -3.0785 2.0112
O -0.3833 0.7133 -3.5094
O 1.9967 4.2460 -0.5357
O -2.3185 -3.9826 0.0043
O 1.2005 3.2609 1.2212
O 1.9768 -0.6759 2.8317
O 0.0130 -1.0923 3.9001
O 1.9185 -0.5597 -4.8394
O 2.1505 -0.2844 -2.4962
O -0.2381 -0.6159 -0.0550
O -2.7746 -5.2162 1.8427
O 1.6431 -0.1570 5.1003
O 0.7402 -1.8214 -3.2903
C 2.9066 3.1415 -0.3493
C 1.8909 -2.1183 0.9351
C -1.9603 -1.9651 1.0877
C -1.1061 1.2161 2.7923
C -0.2534 0.8819 -2.1697
C -1.7979 1.6064 0.2923
C -1.0552 2.0749 1.5103
C 0.7369 -3.3859 -1.4386
C 0.7218 -1.9619 -1.8651
C -2.5019 -4.1604 1.2710
C 1.8016 -0.9421 -1.3388
C 1.1172 -1.1147 1.8145
C -2.4701 3.6829 0.9525
C -1.7452 -2.6939 -0.2703
C 1.2498 -0.5939 4.0467
C -0.1473 -1.4456 2.5384
C -1.5213 0.1001 -3.7375
C 2.1925 0.9930 0.8466
C 0.6674 2.0693 -1.7997
C -1.7073 1.0692 -1.7917
C -2.4454 -1.8365 -1.4082
C 1.2005 4.2730 0.4324
C 2.3773 2.5119 0.9658
C 1.5899 -0.7910 -3.6563
H -2.3093 -2.1783 -2.4343
H -0.4726 1.5849 3.5990
H 1.0530 1.9897 -0.7832
H -1.1189 -1.3785 1.4565
H 3.0521 2.6861 1.8040
H 2.9666 2.4227 -1.1664
H 2.2928 -2.8825 1.6004
H 1.2308 -2.5899 0.2071
H 1.4691 0.5631 0.1537
H -0.1697 -1.4221 -1.5457
H -1.1647 1.2006 -0.4967
H -0.7166 -2.7399 -0.6278
H 0.0219 -0.0664 -1.7083
H 1.5928 -3.9057 -1.8690
H 0.9708 -0.2364 1.1859
H 0.2130 -0.1254 0.6594
H -0.1216 -3.8059 -1.9627
H -0.8063 0.1707 2.7194
H 1.5777 -0.1708 -0.6019
H 0.7070 -3.4483 -0.3508
H -0.8805 -0.7874 2.0723
H -1.8990 2.1405 -1.8521
H -2.4755 0.7754 0.4882
H 1.9681 0.7079 1.8744
H 2.7289 -1.6998 0.3778
H 1.4617 2.1050 -2.5453
H -3.5122 -1.7257 -1.2138
H 3.1626 0.6112 0.5286
H -2.8812 -1.3856 1.1534
H -0.4821 -2.4821 2.4970
H -2.0849 1.1887 3.2710
H 3.8925 3.5666 -0.1614
H -2.0013 -0.8413 -1.4305
H 0.1885 3.0420 -1.9123
H -2.2341 0.7312 -0.8994
H 2.5616 -1.5641 -0.8659
H -0.0555 2.3274 1.1566


31
Properties=species:S:1:pos:R:3 method="wB97M-V/def2-TZVPD" de_lowest_kj_mol=0.0 fmax_ha_per_bohr=0.0148 molar_mass_g_mol=191.27 homo_ev=-8.82 smiles="CC(=O)N[C@@H](C)CCc1ccccc1" gap_ev=9.65 total_charge=0 energy_ha=-597.48471
O 1.3986 1.5846 1.2473
N 1.0426 0.5403 -0.7309
C -2.7633 -0.0885 -1.1127
C -1.1171 -1.1527 0.2918
C 0.0095 -2.1279 0.4811
C 1.8562 -0.6454 -0.4944
C 1.3582 -1.4386 0.7199
C -0.0320 2.6476 -0.3665
C -2.5975 0.5194 1.1969
C -3.2001 0.6716 -0.0414
C -1.5664 -0.3865 1.3612
C -1.7290 -0.9935 -0.9447
C 0.8735 1.5482 0.1549
C 3.3202 -0.2413 -0.3134
H -1.0146 2.2419 -0.5965
H 0.5152 0.5776 -1.5868
H 3.4184 0.3725 0.5771
H -4.0074 1.3778 -0.1704
H 1.2861 -0.7552 1.5654
H 3.6619 0.3316 -1.1726
H 1.7637 -1.2682 -1.3921
H -0.2088 -2.7564 1.3484
H 0.0862 -2.7785 -0.3939
H -0.1298 3.4187 0.3917
H 3.9457 -1.1236 -0.2095
H -2.9340 1.1091 2.0367
H -1.1027 -0.5014 2.3297
H 2.1024 -2.2002 0.9591
H -1.3972 -1.5884 -1.7853
H 0.3921 3.0835 -1.2687
H -3.2305 0.0217 -2.0813


11
Properties=species:S:1:pos:R:3 method="wB97M-V/def2-TZVPD" fmax_ha_per_bohr=0.1490 molar_mass_g_mol=143.10 homo_ev="-0.62 / -6.14" gap_ev="4.57 / 6.98" total_charge=-1 multiplicity=3 energy_ha=-889.43762
S -1.7501 0.0437 -0.0552
O 1.6042 -1.0738 -0.1253
O -1.5624 0.0797 -1.4396
O 1.4734 1.1318 0.0341
O -1.0409 -1.3162 0.4707
O -0.9885 1.1859 0.5313
O -3.0451 -0.0427 0.4974
C 2.0438 0.0774 -0.2787
H 3.2472 0.2443 -0.2933
H 0.0776 1.1230 0.3253
H -0.0591 -1.4530 0.3332


15
Properties=species:S:1:pos:R:3 method="wB97M-V/def2-TZVPD" de_lowest_kj_mol=163.7 fmax_ha_per_bohr=0.0986 molar_mass_g_mol=171.61 homo_ev=-10.02 gap_ev=10.26 total_charge=0 energy_ha=-1256.69938
Cl 3.8135 -0.9267 0.9522
S 2.2540 0.3209 0.4061
O 1.1570 -0.9136 0.4481
O 2.0861 1.2812 1.4200
O 2.4951 0.7178 -0.9539
N -0.1944 0.7565 -0.0309
C -1.1519 -1.5472 0.0081
C -0.0815 -0.4963 0.1532
C -1.4792 1.4667 -0.4696
H -2.1574 1.6004 0.3847
H -1.8959 -1.4490 0.6931
H -0.9590 2.3254 -0.8319
H -0.6626 -2.4936 0.1470
H -1.3699 -1.5000 -1.1201
H -1.8540 0.8575 -1.2061


18
Properties=species:S:1:pos:R:3 method="wB97M-V/def2-TZVPD" de_lowest_kj_mol=160.0 fmax_ha_per_bohr=0.0482 molar_mass_g_mol=98.12 homo_ev="-2.84 / -10.87" gap_ev="3.48 / 11.26" total_charge=0 multiplicity=2 energy_ha=-363.73202
O -0.4697 -1.7607 -1.3019
O 0.0144 1.3479 -1.6895
O -1.0816 -1.8650 1.7533
N 1.2199 -0.0930 0.4141
C 0.1404 2.0367 -0.4483
C 0.2434 1.0259 0.6762
H -2.0432 -1.9998 1.6843
H 2.2793 0.0362 0.2326
H 0.9815 -0.8955 1.0263
H 0.6223 1.5187 1.5771
H -0.7315 2.6807 -0.3078
H -0.5432 -2.0849 -2.2076
H -0.6766 -2.7428 1.8191
H -1.2853 -2.0072 -0.8383
H -0.7455 0.6345 0.8885
H 0.8698 -0.4779 -0.4866
H 1.0446 2.6529 -0.4226
H 0.1609 1.9933 -2.3689


134
Properties=species:S:1:pos:R:3 method="wB97M-V/def2-TZVPD" fmax_ha_per_bohr=0.1750 molar_mass_g_mol=1245.16 homo_ev="-4.68 / -5.31" gap_ev="2.19 / 4.65" total_charge=0 multiplicity=2 energy_ha=-9536.03600
Br -1.4554 10.3991 4.3455
K -1.8215 -5.4362 0.3118
Cl 0.6851 2.7794 3.9526
Cl 0.8932 5.0027 2.0987
Cl 3.0562 4.4525 3.9538
Cl -3.4683 -2.9332 5.1278
Cl -4.8366 -0.5606 2.7341
Cl 0.5359 5.5037 4.9333
Cl -4.6371 -3.9315 3.3183
F 3.2676 -3.0173 -5.7666
F 0.7905 -1.5651 -6.1672
F -2.7431 -4.0962 -6.3351
F -2.5752 -2.0183 -5.4542
F -0.7640 -2.9805 -4.0003
F 2.2037 -2.1444 -3.9488
F 1.1393 -3.6004 -7.1446
F -1.5167 -2.5840 -7.4888
F -0.6655 -4.9380 -5.3356
F 9.8579 -4.2973 -6.1153
O -3.5740 0.7290 -6.5748
O -2.9448 6.0609 4.7375
O -0.3241 -4.2713 3.4013
O 3.6655 -4.9655 -4.2557
N -4.1305 6.5998 4.4206
N 2.0121 -5.9009 -2.0018
N 1.5002 -2.1289 0.6452
C 0.0550 1.3270 0.7918
C -3.8741 7.9708 3.8968
C 3.6677 4.1454 -3.6280
C 3.5157 1.3848 -3.9504
C 4.7474 1.9920 -3.7239
C -4.9849 5.0558 6.2335
C -2.7260 7.9977 2.8546
C -0.5552 -3.5065 -5.3238
C 1.2121 -1.2753 -0.1209
C 0.9732 1.1752 -0.4165
C 0.7677 -6.5628 3.0224
C 1.9009 -6.1025 1.9619
C -5.6450 -2.7393 4.2009
C 3.5161 -5.9531 -2.0102
C -6.5011 6.6711 5.2088
C 7.9585 -1.2704 -5.5326
C 1.4853 -4.8122 -2.8882
C -0.5872 -5.6503 2.9597
C -1.2668 -1.8780 3.2843
C -4.6568 7.4996 6.7245
C -5.0987 8.4667 3.0943
C -1.1708 -3.3380 2.6231
C -1.8482 -2.9875 -6.1819
C 8.8360 -3.4849 -5.8049
C -6.1501 -1.6340 3.2922
C 2.1050 -3.1974 -4.9316
C 2.3604 2.1582 -4.0150
C 2.2391 -4.6623 -4.2958
C 0.8408 -2.9780 -5.8960
C -4.5118 8.9259 6.2027
C -3.5395 8.9811 5.0299
C 7.6148 -4.0339 -5.4458
C 6.7290 -1.8103 -5.1657
C 1.2927 4.4346 3.7351
C 9.0201 -2.1119 -5.8487
C 2.4353 3.5376 -3.8490
C 1.5004 -5.5802 -0.5996
C 6.5565 -3.1918 -5.1190
C 4.8234 3.3725 -3.5671
C 0.8454 -0.1910 -1.0930
C 3.9286 -6.2087 -3.5652
C 1.7234 -6.7713 0.4632
C -5.0170 6.4816 5.6213
H 2.0082 1.3358 -0.0975
H -6.8600 -1.0063 3.8345
H -2.5270 8.7905 5.4121
H -1.7493 7.7878 3.2960
H 1.6703 -6.8611 -2.2305
H -2.2561 -3.7241 2.4904
H 7.4975 -5.1113 -5.4233
H -1.5924 -1.9548 4.3883
H -5.9570 8.7185 3.7140
H 0.7407 -7.3750 0.5312
H -2.9053 7.2704 2.0555
H 5.5989 -3.6107 -4.8293
H -2.6456 8.9823 2.3915
H -0.2789 -1.2939 3.2478
H -4.8580 9.3797 2.5435
H -2.0617 -1.2168 2.7791
H -0.9927 1.1859 0.5084
H -6.6884 6.2885 4.2015
H -7.1751 6.1279 5.8770
H 0.7364 1.9572 -1.1439
H 1.8544 -4.9500 1.9167
H 8.0899 -0.1942 -5.5724
H 1.5337 4.1394 -3.8927
H -5.2563 4.3037 5.4860
H -1.3086 -6.1132 3.7286
H 9.9866 -1.7091 -6.1279
H 0.3522 -5.0390 -3.0326
H 2.5825 -7.4801 0.2121
H -5.4840 9.3312 5.9072
H 1.4000 1.6847 -4.1941
H -0.1785 -0.3529 -1.4422
H 5.0670 -6.3738 -3.5911
H 1.5122 -3.8427 -2.2577
H -1.0719 -5.6759 1.9149
H -2.9578 0.4461 -7.2615
H -0.7089 -3.2100 1.5724
H -5.4128 7.7194 2.3601
H 3.4146 -7.1264 -4.0110
H 3.4563 0.3083 -4.0766
H -6.6541 -2.0339 2.4095
H -6.4939 -3.2900 4.6176
H 0.1587 2.3240 1.2237
H 5.6479 1.3893 -3.6709
H 5.9015 -1.1538 -4.9149
H 0.3460 -5.4541 -0.7397
H -3.3808 0.1442 -5.8324
H 3.9140 -4.9193 -1.6780
H 2.9519 -6.3702 2.3262
H -4.0084 4.7920 6.6473
H -5.4179 7.4817 7.5120
H 1.2010 -6.3898 4.0789
H 1.7808 -5.4282 -5.0312
H -6.8304 7.7098 5.2523
H 5.7843 3.8469 -3.3964
H 0.2991 0.6066 1.5771
H 3.7270 5.2214 -3.5034
H 0.4822 -7.6615 2.8951
H -3.7152 7.2109 7.2068
H -4.1473 9.5721 7.0084
H -5.0353 -2.3313 5.0570
H -5.6967 4.9731 7.0596
H 1.5116 -0.2461 -1.9584
H -3.5253 10.0015 4.6234
H 1.9974 -4.6003 -0.2659
H 3.9594 -6.7347 -1.3077


14
Properties=species:S:1:pos:R:3 method="wB97M-V/def2-TZVPD" de_lowest_kj_mol=128.2 fmax_ha_per_bohr=0.0102 molar_mass_g_mol=97.12 homo_ev=-9.25 gap_ev=10.26 total_charge=0 energy_ha=-324.67564
O 1.1988 -0.9248 0.7678
N 0.9811 -1.6060 -1.4313
C 0.5078 1.1926 0.3438
C -0.3818 0.2811 -0.4949
C 0.5527 -0.9152 -0.4749
C 1.3522 0.4231 1.0258
C -1.7860 0.0667 0.1010
H -1.7317 -0.2544 1.1469
H -2.3509 -0.6846 -0.4626
H -2.3516 1.0057 0.0664
H 2.2107 0.6394 1.6491
H 0.4722 2.2749 0.3643
H 1.7922 -2.1197 -1.0716
H -0.4658 0.6211 -1.5299


11
Properties=species:S:1:pos:R:3 method="wB97M-V/def2-TZVPD" de_lowest_kj_mol=535.0 fmax_ha_per_bohr=0.0760 molar_mass_g_mol=107.13 homo_ev=-8.68 smiles="C=[N+]([O-])O.C=S" gap_ev=8.05 total_charge=0 energy_ha=-682.43582
S 1.0863 1.8966 0.1015
O 0.9666 -2.1464 -1.3990
O -1.3520 -1.8408 -1.4084
N -0.3238 -1.5348 -0.8126
C 0.0783 2.7387 1.0203
C -0.1645 -0.9745 0.3942
H 0.0561 3.7629 1.0127
H -0.6795 2.2104 1.6481
H 0.7923 -0.7855 0.7607
H -1.0330 -0.6086 0.8637
H 0.5731 -2.7179 -2.1812


7
Properties=species:S:1:pos:R:3 method="wB97M-V/def2-TZVPD" de_lowest_kj_mol=121.1 fmax_ha_per_bohr=0.0308 molar_mass_g_mol=70.05 homo_ev=-11.23 smiles=c1ncon1 gap_ev=12.27 total_charge=0 energy_ha=-262.11781
O 1.2231 -0.3792 0.0937
N 0.9008 0.6969 -0.7044
N -0.9539 -0.1781 0.2525
C -0.3764 0.7860 -0.5695
C 0.0928 -0.8190 0.6538
H 0.1124 -1.6562 1.3518
H -0.9988 1.5496 -1.0779


64
Properties=species:S:1:pos:R:3 method="wB97M-V/def2-TZVPD" de_lowest_kj_mol=62.0 fmax_ha_per_bohr=0.0201 molar_mass_g_mol=438.59 homo_ev=-8.56 smiles="CN(CCNC(=O)C1CCN(S(=O)(=O)N2CCOCC2)CC1)CCc1ccccc1" gap_ev=9.20 total_charge=0 energy_ha=-1738.77697
S -0.5656 0.1886 -3.2608
O 0.0967 2.9036 1.2299
O 1.4679 -0.9449 -6.4135
O -0.6297 -1.2426 -3.1854
O -1.7618 0.8816 -3.6417
N 0.6505 0.7232 -4.2717
N -1.5854 -0.4798 3.8230
N 0.0888 0.7197 -1.8273
N -1.5683 1.9242 2.3903
C 0.8813 -2.3929 4.2725
C 0.2262 -0.2773 -6.4708
C -0.9684 2.3215 1.2446
C -0.4340 0.4023 3.9208
C -1.3412 -1.7669 3.2084
C -0.5390 -2.8081 4.0221
C 1.8679 -0.0609 -4.1865
C -1.7897 0.4835 -0.2586
C 2.6337 -1.6972 5.7748
C -0.8618 1.8528 3.6473
C 1.7940 -1.2996 -5.0855
C 1.3280 -2.0988 5.5542
C -1.7937 1.9988 -0.0035
C 1.7782 -2.2884 3.2146
C -1.2629 2.7216 -1.2454
C 0.2614 1.0080 -5.6409
C -2.3470 -0.5454 5.0514
C 0.0936 2.1622 -1.6778
C 3.0823 -1.8836 3.4314
C -0.3851 0.0244 -0.6484
C 3.5134 -1.5833 4.7127
H -1.9744 2.5902 -2.0615
H 2.7621 -1.8008 -5.1361
H 0.8484 2.4145 -0.9291
H 4.5318 -1.2673 4.8828
H -0.3780 -1.0400 -0.8871
H 0.3857 2.5735 -2.6441
H 2.6988 0.5808 -4.4968
H -0.7217 1.4753 -5.6066
H -2.7203 0.4489 5.2943
H 1.0371 -1.9857 -4.6824
H -0.5477 -3.7374 3.4472
H 0.6479 -2.1880 6.3907
H -0.8283 -1.5857 2.2599
H -3.2007 -1.2062 4.9088
H 0.0463 -0.0594 -7.5249
H 0.9945 1.7058 -6.0582
H 0.2947 0.1161 3.1606
H -2.1279 -0.0673 0.6214
H -2.3767 1.3227 2.3380
H 3.7659 -1.8048 2.5986
H 0.0173 2.4942 3.5707
H 1.4510 -2.5307 2.2128
H 0.3254 0.2246 0.1602
H -0.5710 -0.9291 -6.0829
H -1.7592 -0.9054 5.9075
H 0.0598 0.3440 4.9010
H -2.4622 0.2613 -1.0904
H -1.1514 3.7855 -1.0328
H -2.3212 -2.2014 2.9815
H -1.0461 -2.9959 4.9697
H 1.9922 -0.3475 -3.1431
H -1.5121 2.2250 4.4426
H -2.8219 2.3266 0.1884
H 2.9646 -1.4733 6.7786


19
Properties=species:S:1:pos:R:3 method="wB97M-V/def2-TZVPD" de_lowest_kj_mol=67.2 fmax_ha_per_bohr=0.0234 molar_mass_g_mol=100.16 homo_ev=-9.74 smiles="CC(C)CCC=O" gap_ev=10.72 total_charge=0 energy_ha=-311.03367
O -2.4484 2.4745 0.0368
C -2.6032 1.2776 0.0964
C -1.5744 0.3419 -0.5036
C -0.1847 0.6724 0.0888
C 0.6926 -0.5618 0.3445
C 0.9547 -1.3182 -0.9659
C 1.9927 -0.2183 1.0347
H 0.0809 -1.2004 0.9919
H 1.3203 -0.6157 -1.7146
H 1.6145 -2.1656 -0.8130
H 2.4331 -1.1203 1.4489
H 0.0169 -1.6914 -1.3697
H 0.3394 1.3078 -0.6337
H -1.8091 -0.7006 -0.2868
H 1.8755 0.4804 1.8467
H -3.5424 0.9323 0.5695
H -0.2415 1.2434 1.0108
H 2.7081 0.2624 0.3789
H -1.6251 0.5997 -1.5606


96
Properties=species:S:1:pos:R:3 method="wB97M-V/def2-TZVPD" de_lowest_kj_mol=82.6 fmax_ha_per_bohr=0.0129 molar_mass_g_mol=872.62 homo_ev="-4.40 / -4.42" gap_ev="6.38 / 6.37" total_charge=-1 multiplicity=5 energy_ha=-7496.75242
Br 2.5969 -2.0979 0.8454
Mn -0.1530 0.0824 0.6083
S -1.9375 -1.3997 -0.0979
S -2.5396 1.3681 1.6880
P -3.2285 0.0591 0.4217
P 2.2900 2.0252 1.7711
P 0.9129 -1.1610 3.4116
O -3.7502 0.8283 -0.8853
O -0.6427 1.2332 -0.8380
O -4.5311 -0.7307 0.9390
O 1.2699 1.2587 0.9155
O 2.8590 1.3930 2.9813
O -1.5705 3.5773 -1.4561
O -0.0624 -0.8165 2.1993
N 0.4763 -0.0062 4.5729
N 0.4455 -0.0345 -2.4610
N 1.1464 -0.7060 -1.4933
N 1.6005 3.5054 2.1638
N 3.4475 2.4736 0.6287
N 0.0374 -2.5689 3.9673
C -1.7359 2.1566 -5.3340
C -2.4185 3.3060 -4.9659
C 3.8333 -5.1903 -5.3298
C -0.9632 1.4942 -4.3873
C 1.7660 -1.7590 -1.8689
C -6.8892 -0.7717 1.2868
C 3.4342 -4.1519 -2.7584
C -4.9363 0.9619 -2.9456
C 3.3517 -5.5259 -2.9990
C -5.6281 0.0448 1.4453
C 3.7613 -3.3137 -3.8262
C 3.8123 1.5247 -0.4045
C 3.5402 -6.0393 -4.2715
C -1.5881 3.0926 -2.7120
C -0.8476 -3.3218 3.1089
C 3.2440 -3.6634 -1.3828
C 0.0318 1.3108 -2.0215
C 0.9100 4.2175 1.1025
C -4.0386 0.1016 -2.0887
C 0.8226 -3.4126 4.8366
C 0.8680 3.5432 3.4213
C 1.4554 0.3389 5.5774
C 2.5664 -2.5806 -0.9779
C 4.5968 3.1737 1.1720
C -0.8990 0.1580 4.9813
C -2.3501 3.7679 -3.6623
C 3.9512 -3.8276 -5.0999
C -0.8566 1.9495 -3.0806
H -3.0904 -0.1059 -2.5887
H 2.9334 0.9762 -0.7331
H 0.9443 -0.0190 -3.3444
H 3.9827 -5.5901 -6.3244
H -1.0957 1.2060 5.2350
H 1.5347 -2.8143 5.4102
H -5.8691 1.1875 -2.4263
H 1.4002 -4.1735 4.2843
H 1.4814 4.1544 0.1777
H 1.3511 1.3908 5.8662
H -4.5119 -0.8530 -1.8427
H -2.8952 4.6474 -3.3443
H 1.3341 2.8679 4.1316
H -6.7722 -1.7485 1.7566
H 0.8836 4.5585 3.8310
H -1.8002 1.7741 -6.3443
H -4.4359 1.8987 -3.1922
H 4.5618 0.7994 -0.0552
H -7.7290 -0.2595 1.7598
H 4.2817 3.8345 1.9779
H -0.1797 3.2415 3.2859
H 3.9003 -2.2552 -3.6498
H -1.2810 2.8356 -0.8689
H 4.2045 -3.1605 -5.9141
H -1.1475 -0.4607 5.8563
H 5.3489 2.4811 1.5722
H -0.4489 0.5902 -4.6883
H 4.2373 2.0610 -1.2604
H -0.3048 -4.0522 2.4842
H 0.9377 1.9391 -1.9046
H 1.3449 -0.2629 6.4938
H -0.0942 3.8137 0.9202
H 1.7020 -2.0898 -2.9048
H 2.4565 0.2061 5.1684
H -1.3981 -2.6546 2.4501
H -5.1733 0.4417 -3.8754
H 0.8069 5.2718 1.3766
H 3.4589 -7.1058 -4.4386
H 5.0652 3.7802 0.3899
H 3.1230 -6.1916 -2.1756
H -5.6984 0.9893 0.9007
H -1.5676 -3.8844 3.7158
H 0.1821 -3.9390 5.5537
H -7.1260 -0.9235 0.2332
H -3.0214 3.8374 -5.6924
H -1.5617 -0.1142 4.1614
H 3.7105 -4.2702 -0.6142
H -5.4260 0.2773 2.4923